# 1
Computed, not measured: a molecular structure, C17H32Cl2O2P2Pb, with ωB97M-V/def2-TZVPD.

```
56
Properties=species:S:1:pos:R:3:forces:R:3:mulliken_charge:R:1
P -2.38517 0.97386 1.40990 0.58 2.37 0.37 0.405
P -0.45612 0.23290 -2.08141 1.56 1.35 -3.24 1.283
C -1.91470 1.74124 -0.21104 -0.27 0.34 0.20 -0.953
C -2.06134 0.80717 -1.42395 -0.32 -0.10 0.66 -1.164
H -0.87206 2.08977 -0.11804 -0.45 0.05 0.03 0.177
H -2.55027 2.63057 -0.34612 0.30 -0.20 -0.02 0.702
H -2.67855 -0.09538 -1.23574 0.39 0.37 0.08 0.642
H -2.56047 1.35441 -2.24507 0.57 -0.35 0.11 0.614
C -0.28107 1.32640 -3.53294 -0.41 -0.11 -0.19 -1.739
H 0.42352 0.88251 -4.24721 -0.13 0.16 0.15 0.446
H 0.07378 2.31903 -3.23823 -0.24 -0.10 -0.19 0.451
H -1.26232 1.42566 -4.00926 0.29 0.08 -0.12 0.543
C -0.51365 -1.40903 -2.83180 0.03 -0.47 0.33 -1.308
H -0.71165 -1.29857 -3.90348 0.02 0.19 0.19 0.589
H -1.29742 -2.01858 -2.36952 0.24 0.06 0.04 0.366
H 0.44005 -1.93539 -2.69830 -0.21 0.06 0.05 0.346
C -1.59161 2.13275 2.58532 -0.08 0.18 0.28 -1.178
H -1.47765 1.63420 3.56194 -0.05 0.26 -0.34 0.375
H -2.22854 3.02064 2.70844 0.28 -0.17 0.04 0.412
H -0.59732 2.45172 2.23722 -0.32 -0.18 0.13 0.299
C -4.16427 1.38391 1.55478 -0.13 -0.17 -0.01 -1.237
H -4.75941 0.89878 0.76604 0.22 0.08 0.27 0.401
H -4.29750 2.47466 1.48535 0.07 -0.35 0.05 0.442
H -4.53447 1.03736 2.53347 0.10 0.12 -0.34 0.404
Pb -2.22564 -1.58936 1.18345 -0.97 -3.11 -0.01 0.959
C 1.51330 0.59963 -1.53843 -2.89 -2.56 1.61 -0.184
C 1.86452 1.94751 -1.24790 1.58 0.65 -0.53 -0.090
C 2.95168 2.33646 -0.34914 0.62 -1.27 0.12 -0.685
C 3.94037 1.23969 0.17288 -0.40 0.20 -0.35 -1.010
C 3.59095 0.69833 1.52751 -0.28 -0.35 0.85 -0.722
C 2.37591 0.26330 1.91247 0.60 0.93 0.35 -0.844
C 1.21421 0.20652 0.97142 0.07 -0.51 0.19 1.540
C 1.59924 -0.40645 -0.37541 0.67 -0.49 -0.19 1.208
C -1.14778 -2.19485 3.06216 -0.21 0.37 0.04 -1.321
H 1.96826 0.17852 -2.45572 -0.19 0.53 -0.05 0.653
H 1.49093 2.73018 -1.91172 -0.33 0.14 0.42 0.259
H 2.57400 2.92427 0.50049 -0.21 0.35 -0.03 0.288
H 3.57790 3.04482 -0.90687 -0.37 0.47 -0.24 0.500
H 4.02950 0.45211 -0.58511 0.15 0.09 0.12 0.407
H 4.94163 1.69514 0.23356 -0.45 0.03 -0.11 0.519
H 4.43761 0.69841 2.22142 -0.50 -0.11 -0.02 0.472
H 2.14574 0.00272 2.95479 0.50 -0.03 -0.49 0.499
H 0.76706 1.19835 0.82636 0.00 0.14 0.10 -0.430
H 0.43251 -0.41466 1.43679 0.21 0.19 -0.13 -0.637
H 2.58609 -0.88915 -0.34755 -0.45 0.11 0.19 1.119
H 0.90578 -1.24812 -0.52609 0.42 0.29 -0.39 -1.902
H -1.65682 -3.09134 3.44603 0.24 0.36 -0.14 0.437
H -1.27346 -1.35172 3.74703 0.19 -0.32 0.23 0.365
H -0.08840 -2.39712 2.88245 -0.18 -0.01 0.02 0.320
Cl -1.26130 -5.44954 1.07515 0.12 0.03 -0.41 -0.138
C -0.09948 -5.00331 -0.19988 0.13 0.57 0.19 -0.029
Cl -0.70955 -5.22553 -1.85728 -0.04 -0.21 0.25 -0.146
C 0.26366 -3.50684 -0.06399 0.85 -0.45 0.29 0.215
O 1.46298 -3.25294 0.07476 -1.33 0.25 -0.08 -0.646
O -0.72883 -2.67268 -0.15605 0.83 0.28 -0.21 -0.678
H 0.81566 -5.58293 -0.05791 -0.39 0.00 -0.15 0.383
```
Positions in Å, forces in eV/Å.

Summary:
- E_tot (eV) = -71093.31268
- LUMO energy (eV) = -9.926
- multiplicity = 1
- gap between HOMO and LUMO (eV) = 3.524
- charge = +2
- energy relative to the best compared isomer or geometry (same formula, charge and spin) (eV) = 0.1033

# 2
Computed, not measured: 3 unconnected molecules or ions with the total composition C17H32F3NO7S2, with ωB97M-V/def2-TZVPD.

```
62
Properties=species:S:1:pos:R:3:forces:R:3:mulliken_charge:R:1
C -6.88138 1.29314 -0.08817 -0.04 0.02 0.10 -1.471
C -5.48326 0.65792 -0.12956 0.16 -0.04 -0.07 1.021
C -4.38542 1.68768 0.14942 -0.08 0.04 0.03 -1.350
C -5.38548 -0.51325 0.85535 0.00 -0.01 -0.06 -1.842
C -4.10471 -1.35602 0.69487 -0.04 0.00 -0.05 2.089
C -4.36329 -2.73904 0.07529 0.06 -0.02 0.03 -1.649
C -3.42641 -1.47461 2.04619 -0.02 -0.03 0.09 -0.940
O -2.19923 -2.21614 1.92303 0.00 0.00 0.09 -0.225
N -1.11544 -1.43858 2.41883 -0.03 -0.19 -0.13 -0.531
C -0.58612 -0.70796 1.31279 -0.11 -0.74 -0.12 0.592
O -0.36446 0.44663 1.30292 0.20 0.99 0.14 -0.430
O -0.37850 -1.52669 0.22543 -0.10 -0.23 -0.27 -0.254
C -0.14382 -0.95215 -0.99765 0.12 -0.09 0.10 0.876
F -1.10999 -0.10968 -1.34508 0.01 -0.03 -0.03 -0.225
F -0.09266 -1.94305 -1.88628 -0.04 0.20 0.16 -0.270
F 1.02040 -0.30223 -1.02237 -0.03 -0.03 -0.08 -0.220
H -7.42362 0.99625 0.81369 0.03 0.04 -0.01 0.359
H -7.48551 0.99067 -0.94447 -0.01 -0.01 0.04 0.319
H -6.82821 2.38342 -0.08399 -0.01 -0.03 -0.08 0.383
H -5.31214 0.25708 -1.13645 -0.01 0.03 0.03 0.258
H -3.38450 1.28639 -0.02457 -0.03 0.01 0.06 0.170
H -4.50008 2.56410 -0.49194 0.01 -0.05 0.00 0.442
H -4.43884 2.02768 1.18912 0.00 0.01 -0.05 0.298
H -6.26138 -1.15889 0.74026 0.02 0.02 0.03 0.430
H -5.44564 -0.09444 1.86898 -0.01 -0.03 -0.03 0.423
H -3.41396 -0.81799 0.03568 -0.08 0.01 0.03 -0.478
H -5.29013 -2.74696 -0.50051 0.06 0.02 -0.05 0.485
H -4.44380 -3.50765 0.84897 -0.10 0.04 -0.02 0.343
H -3.55252 -3.04362 -0.58717 0.01 0.00 0.05 0.267
H -4.07613 -2.00780 2.75105 0.07 0.00 -0.03 0.438
H -3.20075 -0.49201 2.46499 -0.01 -0.03 -0.02 0.391
H -0.43436 -2.14133 2.70267 0.00 0.10 0.12 0.304
O 5.86085 -3.97618 -1.98549 0.01 -0.01 0.03 -0.655
S 5.58932 -3.21492 -3.17862 0.02 -0.01 -0.03 1.146
O 6.42506 -3.36846 -4.34018 0.01 -0.02 0.00 -0.660
C 3.86633 -3.43681 -3.61799 -0.08 0.03 0.00 -0.815
C 3.14281 -2.33546 -2.85200 0.04 0.01 -0.02 -0.352
C 4.00383 -1.07523 -3.01645 0.02 -0.02 0.02 -0.664
C 5.45524 -1.47442 -2.73081 -0.06 0.10 -0.01 -0.663
H 3.57554 -4.44819 -3.34431 0.04 -0.01 0.00 0.414
H 3.78837 -3.30136 -4.69652 0.01 0.00 0.00 0.375
H 2.13345 -2.18705 -3.23053 0.00 0.00 0.01 0.291
H 3.07022 -2.60687 -1.79639 -0.01 0.00 0.00 0.244
H 3.91573 -0.70545 -4.03970 0.00 -0.01 -0.01 0.338
H 3.68116 -0.27632 -2.35013 -0.01 0.01 -0.01 0.276
H 6.18569 -0.92185 -3.31611 0.02 -0.02 0.01 0.374
H 5.70162 -1.40880 -1.67278 0.00 -0.04 0.00 0.342
O 3.49849 5.50673 0.79424 0.00 0.01 -0.02 -0.656
S 3.53263 4.86560 2.08452 0.01 0.02 0.02 1.156
O 3.86955 5.62620 3.25966 0.00 0.02 0.00 -0.667
C 1.99095 3.98760 2.33111 -0.06 -0.08 0.00 -0.806
C 2.24718 2.60685 1.73885 0.04 0.01 0.02 -0.144
C 3.65129 2.20410 2.21214 0.00 0.03 -0.02 -0.759
C 4.57701 3.40092 1.97044 0.01 -0.12 0.03 -0.673
H 1.19887 4.55081 1.84361 0.02 0.03 0.00 0.436
H 1.81439 3.94290 3.40563 0.01 0.01 0.00 0.372
H 1.48812 1.89437 2.05529 0.01 0.02 -0.02 0.082
H 2.21827 2.66188 0.64847 -0.01 0.00 0.00 0.254
H 3.62285 1.96841 3.27782 -0.01 0.01 0.00 0.348
H 4.01616 1.32021 1.69009 0.00 -0.01 0.01 0.338
H 5.37027 3.49889 2.70707 0.01 0.03 -0.01 0.383
H 5.00009 3.40105 0.96776 -0.02 0.03 -0.01 0.345
```
Positions in Å, forces in eV/Å.

Summary:
- E_tot (eV) = -63791.74141
- SMILES string = CC(C)C[C@H](C)CONC(=O)OC(F)(F)F.O=S1(=O)CCCC1.O=S1(=O)CCCC1
- LUMO energy (eV) = 0.092
- multiplicity = 1
- gap between HOMO and LUMO (eV) = 10.490
- energy relative to the best compared isomer or geometry (same formula, charge and spin) (eV) = 0.0000